This record from the OMol25 dataset describes a single C3H9O3P molecule in a non-equilibrium geometry. The level of theory is ωB97M-V/def2-TZVPD.

ORCA input file:
```
! wB97M-V def2-TZVPD RIJCOSX def2/J DEFGRID3
* xyz 0 1
C -1.143 -1.588 -0.082
C 0.164 -0.676 -0.058
C -0.180 0.772 -0.262
O 0.646 -0.706 1.254
O 2.196 2.866 -0.255
O -1.241 1.258 0.423
P 1.473 1.531 0.493
H -1.199 -2.406 -0.803
H -1.241 -1.931 0.965
H -2.003 -0.951 -0.267
H 0.905 -1.005 -0.766
H 1.199 -1.459 1.522
H 2.224 3.657 0.247
H -1.121 2.214 0.365
H 2.334 0.567 -0.320
H -0.181 0.915 -1.466
*
```

Its molar mass is 124.08 g mol⁻¹. For the orbital gap, the calculation gives 8.91 eV. The energy relative to the best compared isomer or geometry (same formula, charge and spin) is 52.8 kcal per mole. Its total energy is -686.71357 Eh. Its LUMO energy is 0.62 eV. Its SMILES is C[C@H](O)[C@@H](O)PO.


This record from the OMol25 dataset describes 2 unconnected molecules or ions with the total composition C3H9O3P in a non-equilibrium geometry. The level of theory is ωB97M-V/def2-TZVPD.

ORCA input file:
```
! wB97M-V def2-TZVPD RIJCOSX def2/J DEFGRID3
* xyz 0 1
C 0.047 0.403 2.579
C 0.839 0.394 1.311
C 0.173 -0.171 0.095
O 1.323 1.662 0.843
O 0.335 -1.479 0.115
O -0.438 0.425 -0.784
P -1.189 -1.051 -3.318
H 0.180 1.316 3.244
H -1.028 0.221 2.435
H 0.412 -0.386 3.354
H 1.646 -0.454 1.398
H 0.599 2.217 0.837
H 0.086 -1.889 -0.776
H -1.395 -0.672 -4.685
H 0.259 -0.649 -3.528
H -1.850 0.113 -3.121
*
```

Its molar mass is 124.08 g mol⁻¹. For the orbital gap, the calculation gives 10.76 eV. The energy relative to the best compared isomer or geometry (same formula, charge and spin) is 53.9 kcal per mole. Its total energy is -686.71168 Eh. Its LUMO energy is 0.69 eV. Its SMILES is C[C@H](O)C(=O)O.P.


This record from the OMol25 dataset describes a molecular structure, C3H9O3SSi in a non-equilibrium geometry. The level of theory is ωB97M-V/def2-TZVPD.

ORCA input file:
```
! wB97M-V def2-TZVPD RIJCOSX def2/J DEFGRID3
* xyz -1 1
C 0.908 1.091 -0.621
C -1.925 -0.512 -0.201
C 0.633 -1.237 1.338
O 2.191 -1.689 -0.647
O 3.153 -1.518 1.595
O 1.699 -3.501 0.934
Si 0.100 -0.571 -0.410
S 2.082 -2.093 0.765
H 0.772 1.810 0.215
H 1.953 1.070 -0.822
H 0.497 1.745 -1.401
H -2.309 0.440 -0.600
H -2.495 -1.372 -0.566
H -2.149 -0.609 0.836
H 1.084 -0.385 1.891
H 0.086 -1.878 1.939
H 0.283 -1.155 -1.835
*
```

Its molar mass is 153.25 g mol⁻¹. For the orbital gap, the calculation gives 8.91 eV. The energy relative to the best compared isomer or geometry (same formula, charge and spin) is 0.0 kcal per mole. Its total energy is -1033.16079 Eh. Its LUMO energy is 3.77 eV.


This record from the OMol25 dataset describes 3 unconnected molecules or ions with the total composition C3H9O5 in a non-equilibrium geometry. The level of theory is ωB97M-V/def2-TZVPD.

ORCA input file:
```
! wB97M-V def2-TZVPD RIJCOSX def2/J DEFGRID3
* xyz -1 1
O 1.122 0.385 2.082
C 0.491 0.093 1.062
O -0.765 0.115 0.879
C 1.363 -0.490 -0.121
C 0.691 -0.299 -1.468
O 0.767 1.001 -1.990
H 1.395 -1.545 0.152
H 2.268 0.108 -0.102
H 1.152 -0.979 -2.172
H -0.341 -0.640 -1.456
H 0.212 1.583 -1.440
H -2.009 2.333 -0.784
H -1.138 1.535 0.153
O -1.127 2.379 -0.390
H -1.286 -2.190 1.172
H -1.271 -1.245 2.324
O -1.523 -2.144 2.100
*
```

Its molar mass is 125.10 g mol⁻¹. For the orbital gap, the calculation gives 8.68 eV. The energy relative to the best compared isomer or geometry (same formula, charge and spin) is 8.7 kcal per mole. Its total energy is -495.99616 Eh. Its LUMO energy is 3.80 eV.


This record from the OMol25 dataset describes 2 unconnected molecules or ions with the total composition C3H9OS in a non-equilibrium geometry. The level of theory is ωB97M-V/def2-TZVPD.

ORCA input file:
```
! wB97M-V def2-TZVPD RIJCOSX def2/J DEFGRID3
* xyz -1 1
C -2.541 -0.342 0.517
S -1.999 1.415 0.440
H -3.429 -0.467 1.136
H -2.762 -0.667 -0.502
H -1.767 -1.020 0.903
C 1.171 0.624 -0.534
O 1.004 1.245 0.724
C 1.949 -0.685 -0.385
H 0.224 0.437 -1.048
H 1.680 1.380 -1.152
H 0.018 1.184 0.974
H 1.295 -1.538 -0.191
H 2.482 -0.915 -1.311
H 2.675 -0.652 0.429
*
```

Its molar mass is 93.17 g mol⁻¹. For the orbital gap, the calculation gives 6.72 eV. The energy relative to the best compared isomer or geometry (same formula, charge and spin) is 17.7 kcal per mole. Its total energy is -593.14468 Eh. Its LUMO energy is 4.11 eV.


This record from the OMol25 dataset describes 2 unconnected molecules or ions with the total composition C3H9OS in a non-equilibrium geometry. The level of theory is ωB97M-V/def2-TZVPD.

ORCA input file:
```
! wB97M-V def2-TZVPD RIJCOSX def2/J DEFGRID3
* xyz -1 1
C 1.605 -0.885 -1.845
O 1.132 0.581 -1.952
H 0.760 -1.445 -1.381
H 2.520 -0.883 -1.353
H 1.723 -1.237 -2.874
C -0.462 0.348 2.367
S -0.973 -0.843 0.787
C -1.760 0.450 -0.080
H 0.633 0.581 2.174
H -1.075 1.216 2.529
H -0.488 -0.350 3.215
H -2.819 0.551 -0.047
H 0.343 0.478 -1.317
H -1.138 1.436 -0.221
*
```

Its molar mass is 93.17 g mol⁻¹. For the orbital gap, the calculation gives 5.18 eV. The energy relative to the best compared isomer or geometry (same formula, charge and spin) is 91.4 kcal per mole. Its total energy is -593.02720 Eh. Its LUMO energy is 3.79 eV.


This record from the OMol25 dataset describes 2 unconnected molecules or ions with the total composition C3H9PS in a non-equilibrium geometry. The level of theory is ωB97M-V/def2-TZVPD.

ORCA input file:
```
! wB97M-V def2-TZVPD RIJCOSX def2/J DEFGRID3
* xyz 0 1
C -1.002 -1.615 0.204
C -1.097 2.257 -0.167
C 1.513 -0.390 -0.420
P 0.010 -0.237 0.843
S 3.103 -0.207 0.389
H -1.580 -1.233 -0.748
H -1.736 -1.932 0.923
H -0.546 -2.519 0.060
H -1.305 2.347 0.910
H -1.826 1.897 -0.872
H -0.439 2.947 -0.566
H 1.428 -1.478 -0.741
H 1.390 0.468 -1.085
H 3.012 1.084 0.207
*
```

Its molar mass is 108.15 g mol⁻¹. For the orbital gap (spin up / spin down), the calculation gives 7.82 / 8.10 eV. The energy relative to the best compared isomer or geometry (same formula, charge and spin) is 92.5 kcal per mole. Its total energy is -859.08822 Eh. Its LUMO energy (spin up / spin down) is 0.00 / -0.31 eV.


This record from the OMol25 dataset describes 2 unconnected molecules or ions with the total composition C3H9S in a non-equilibrium geometry. The level of theory is ωB97M-V/def2-TZVPD.

ORCA input file:
```
! wB97M-V def2-TZVPD RIJCOSX def2/J DEFGRID3
* xyz -1 1
S -0.682 0.225 3.061
H -1.863 -0.211 2.640
C 0.310 -1.214 -0.442
C -0.354 0.067 -0.805
C 0.576 1.270 -0.495
H 1.266 -1.497 -0.906
H -0.360 -2.087 -0.628
H 0.382 -1.212 0.732
H -1.223 0.188 -0.197
H -0.568 -0.021 -1.833
H 1.361 1.260 -1.234
H 0.113 2.216 -0.318
H 1.041 1.017 0.423
*
```

Its molar mass is 77.17 g mol⁻¹. For the orbital gap, the calculation gives 6.69 eV. The energy relative to the best compared isomer or geometry (same formula, charge and spin) is 9.1 kcal per mole. Its total energy is -517.89944 Eh. Its LUMO energy is 4.17 eV.


- Which value of energy relative to the best compared isomer or geometry (same formula, charge and spin) does entry 7 give?
  92.5 kcal per mole


Copy entry 2 word for word.
This record from the OMol25 dataset describes 2 unconnected molecules or ions with the total composition C3H9O3P in a non-equilibrium geometry. The level of theory is ωB97M-V/def2-TZVPD.

ORCA input file:
```
! wB97M-V def2-TZVPD RIJCOSX def2/J DEFGRID3
* xyz 0 1
C 0.047 0.403 2.579
C 0.839 0.394 1.311
C 0.173 -0.171 0.095
O 1.323 1.662 0.843
O 0.335 -1.479 0.115
O -0.438 0.425 -0.784
P -1.189 -1.051 -3.318
H 0.180 1.316 3.244
H -1.028 0.221 2.435
H 0.412 -0.386 3.354
H 1.646 -0.454 1.398
H 0.599 2.217 0.837
H 0.086 -1.889 -0.776
H -1.395 -0.672 -4.685
H 0.259 -0.649 -3.528
H -1.850 0.113 -3.121
*
```

Its molar mass is 124.08 g mol⁻¹. For the orbital gap, the calculation gives 10.76 eV. The energy relative to the best compared isomer or geometry (same formula, charge and spin) is 53.9 kcal per mole. Its total energy is -686.71168 Eh. Its LUMO energy is 0.69 eV. Its SMILES is C[C@H](O)C(=O)O.P.


- Look up the energy relative to the best compared isomer or geometry (same formula, charge and spin) of the second one.
  53.9 kcal per mole